# 1
{
  "formula": "C20H22I2N5OS2Sn",
  "method": "ωB97M-V/def2-TZVPD",
  "e_lumo_ev": -3.32,
  "total_energy_ev": -74293.456,
  "homo_energy_ev": -10.73,
  "e_above_lowest_kcal_mol": 0.0,
  "charge": 1,
  "species": ["Sn", "C", "S", "C", "S", "N", "N", "C", "C", "C", "C", "C", "C", "N", "H", "H", "H", "H", "H", "H", "H", "H", "I", "C", "I", "H", "H", "C", "N", "N", "C", "O", "C", "C", "C", "C", "C", "C", "C", "C", "C", "H", "H", "H", "H", "H", "H", "H", "H", "H", "H", "H", "H"],
  "coordinates": [[0.23252, -0.48472, -3.00062], [-1.97372, 4.98960, -2.13936], [-2.71400, 3.55576, -2.93982], [-1.43187, 2.38583, -2.86816], [-1.84774, 0.88181, -3.63987], [-0.33089, 2.70720, -2.26156], [0.61906, 1.70895, -2.20076], [1.65295, 2.00408, -1.52213], [2.72236, 1.02105, -1.28926], [3.82931, 1.34281, -0.52284], [4.80606, 0.37516, -0.32976], [4.64349, -0.86985, -0.91163], [3.49762, -1.10293, -1.66137], [2.56095, -0.18241, -1.83849], [-2.68087, 5.80405, -2.28895], [-1.02256, 5.22816, -2.60779], [-1.83267, 4.80621, -1.07832], [1.73152, 2.99498, -1.08415], [3.92426, 2.33252, -0.09137], [5.68655, 0.59691, 0.26041], [5.38568, -1.64800, -0.79397], [3.32425, -2.06165, -2.13915], [-2.39876, -3.08390, -2.65845], [-1.09559, -4.75749, -2.67833], [0.76129, -4.41310, -1.71218], [-0.90131, -5.02162, -3.70880], [-1.58861, -5.55663, -2.14490], [-2.51668, -0.86848, 3.22616], [-2.24854, -0.38271, 1.87522], [-1.06322, -0.66966, 1.22955], [-1.23977, -0.49043, -0.11816], [-0.24805, -0.60554, -0.89669], [-2.59627, -0.14340, -0.31114], [-3.17518, -0.10961, 0.93381], [-4.59601, 0.12772, 1.31110], [0.19323, -0.70483, 1.90443], [1.11914, -1.67295, 1.54441], [2.35552, -1.68919, 2.17416], [2.65592, -0.76093, 3.16286], [1.71967, 0.20259, 3.51481], [0.48747, 0.24176, 2.87724], [-1.60572, -1.28590, 3.64009], [-3.28035, -1.64437, 3.20803], [-2.84519, -0.04934, 3.86234], [-3.06024, 0.09707, -1.25382], [-5.14643, 0.49489, 0.44877], [-4.67597, 0.85794, 2.11782], [-5.06788, -0.79861, 1.64877], [0.86923, -2.40027, 0.78007], [3.08179, -2.44472, 1.89882], [3.61397, -0.79289, 3.66645], [1.94800, 0.93193, 4.28146], [-0.23774, 1.00712, 3.12502]]
}


# 2
{
  "formula": "C4H8N",
  "method": "ωB97M-V/def2-TZVPD",
  "e_lumo_ev": [-6.65, -6.65],
  "total_energy_ev": -5754.534,
  "smiles": "CC1=[N+](C)C1",
  "homo_energy_ev": [-14.61, -14.61],
  "e_above_lowest_kcal_mol": 122.9,
  "charge": 1,
  "species": ["C", "C", "N", "C", "C", "H", "H", "H", "H", "H", "H", "H", "H"],
  "coordinates": [[1.88419, -0.39057, -0.22545], [0.78304, 0.42536, -0.08001], [-0.94524, 0.47030, -0.54597], [-1.73152, -0.56314, 0.01539], [-0.04648, 1.54870, 0.06396], [2.64916, -0.08703, 0.39762], [2.31853, 0.04272, -1.25917], [1.64862, -1.44865, -0.63251], [-2.51684, -0.88701, -0.71722], [-2.23977, -0.03207, 0.75545], [-1.18751, -1.37730, 0.31390], [-0.32371, 1.90702, 1.00739], [-0.00695, 2.31754, -0.61033]]
}